1.
15
Properties=species:S:1:pos:R:3:forces:R:3 method="wB97M-V/def2-TZVPD" homo_energy_ev=-9.66 smiles="C/C=C/[C@@H](O)C=O"
C -1.387 1.069 1.687 -0.1 0.0 0.1
C -0.171 0.419 1.091 0.0 -0.1 -0.2
C -0.219 -0.651 0.299 0.0 0.2 0.1
O 0.359 -1.925 -1.656 -0.1 0.0 -0.1
C 0.874 -1.067 -0.677 0.1 0.1 0.1
C 1.275 0.250 -1.330 -0.2 0.1 -0.4
O 0.864 0.553 -2.427 0.3 -0.2 0.4
H -2.124 0.346 2.052 0.2 0.1 -0.1
H -1.873 1.658 0.897 0.0 0.0 0.2
H -1.135 1.757 2.496 0.0 -0.1 0.0
H 0.773 0.946 1.231 -0.1 0.0 -0.1
H -1.148 -1.202 0.153 0.1 0.1 0.0
H 1.739 -1.548 -0.202 -0.1 0.1 0.0
H 1.882 0.950 -0.728 0.0 -0.1 -0.1
H 0.079 -1.342 -2.384 0.1 -0.2 0.0

=====

2.
13
Properties=species:S:1:pos:R:3:forces:R:3 method="wB97M-V/def2-TZVPD" homo_energy_ev=-8.84
O -0.129 -0.790 1.679 -0.1 -0.1 -0.1
C 0.303 0.404 1.456 0.1 0.4 -0.2
C 0.997 0.767 0.239 0.1 -0.1 0.1
O -0.135 0.825 -1.348 -0.2 -0.2 0.0
C -0.807 -0.208 -1.565 0.0 -0.1 0.0
N -0.976 -1.218 -0.733 0.0 0.2 -0.1
H -0.634 -1.177 0.298 0.0 0.0 0.0
H -0.175 1.266 1.960 0.0 -0.2 -0.1
H 1.495 0.620 1.710 0.1 0.0 0.1
H 1.303 1.800 0.106 -0.1 -0.1 0.0
H 1.609 -0.006 -0.219 -0.1 0.1 0.1
H -1.299 -0.294 -2.543 0.0 0.0 0.1
H -1.553 -1.987 -1.041 0.1 0.2 0.0

=====

3.
6
Properties=species:S:1:pos:R:3:forces:R:3 method="wB97M-V/def2-TZVPD" homo_energy_ev=-10.77 smiles=NBCl
N 0.772 -0.119 0.124 -0.1 -0.3 -0.6
B -0.560 0.283 0.033 0.1 0.1 0.3
Cl -1.837 -0.940 -0.063 -0.1 -0.1 0.1
H 1.515 0.453 -0.242 0.1 0.2 0.4
H 0.988 -1.103 0.071 0.0 0.0 0.0
H -0.878 1.425 0.077 0.0 0.0 -0.2

=====

4.
14
Properties=species:S:1:pos:R:3:forces:R:3 method="wB97M-V/def2-TZVPD" homo_energy_ev=-7.97
C -1.087 -0.326 -0.135 -3.8 -1.4 -1.3
C 0.293 -0.085 -0.121 0.4 4.4 -1.1
C 1.130 1.065 -0.184 -5.3 3.1 1.3
C 2.270 -0.729 0.218 0.2 1.1 -1.4
H -3.768 0.335 1.303 1.6 -1.5 -4.8
H -3.172 -1.191 -0.286 -1.5 3.7 1.8
H -1.178 -1.508 -0.368 -0.8 2.3 0.8
H 0.810 2.201 -0.089 0.7 -2.7 -0.6
H 3.180 1.295 -0.351 -2.8 -2.8 2.7
H 3.322 -0.992 0.120 -0.7 -2.0 0.3
N -3.337 0.074 0.030 -2.2 -4.1 2.2
N -2.094 0.481 -0.012 4.3 0.6 1.1
N 2.318 0.663 0.177 4.1 1.2 -2.7
N 0.994 -1.173 -0.054 5.8 -1.9 1.8